[1]
DFT (ωB97M-V/def2-TZVPD) results for a single C4H7N3 molecule.

CARTESIAN COORDINATES (ANGSTROEM)
C1 1.71790 0.19488 -3.09353
C2 0.57331 0.45299 -2.11868
N1 0.11493 -0.31429 -1.22098
C3 0.03628 0.26167 0.00359
N2 -0.79433 -0.41436 0.88069
N3 -0.54132 0.30260 2.21131
C4 -0.97201 -0.43539 3.21928
H1 1.92231 -0.94524 -3.24295
H2 1.52833 1.12486 -3.79898
H3 0.03788 1.62686 -2.08925
H4 0.02734 1.25638 0.22969
H5 -0.84099 -1.49342 0.81813
H6 -0.97783 0.11566 4.24119
H7 -1.28492 -1.54760 2.68109

Cartesian forces, eV/Å:
C -6.4 1.4 2.4
C 5.1 5.2 -7.2
N -0.6 -1.3 7.5
C -3.7 -5.8 -4.7
N 2.2 0.9 2.6
N -2.3 -3.6 0.8
C 0.6 0.2 -3.8
H 0.0 2.6 -0.1
H 1.6 -2.5 0.7
H 1.9 -3.0 -0.5
H 1.1 2.8 0.4
H 0.3 2.3 0.4
H -0.1 -1.8 -1.7
H 0.3 2.7 3.3

Structure (SMILES): C=C/N=C/NN=C
Calculated total energy, eV: -8724.78818
Frontier orbital gap, eV: 7.89
Relative energy (zero: lowest compared OMol25 entry of this formula, charge and spin), kJ/mol: 664.9

[2]
DFT (ωB97M-V/def2-TZVPD) results for 4 unconnected molecules or ions with the total composition C32H54FN2O4.

CARTESIAN COORDINATES (ANGSTROEM)
C1 5.29710 -0.13176 2.20288
C2 4.95046 -1.00338 1.28573
C3 4.64545 -2.02059 0.05932
C4 3.44095 -1.33666 -0.82510
N1 2.58551 -0.42686 -0.16829
N2 1.58518 0.10312 -0.85436
C5 1.13715 -0.03627 -2.20965
C6 -0.17085 0.69018 -2.83239
C7 -1.55567 0.10828 -2.24759
C8 -2.70305 1.08474 -1.73269
C9 -4.06650 0.56268 -1.13333
C10 -4.36777 -0.97510 -0.98590
C11 -3.26794 -1.96048 -1.50062
C12 -1.90359 -1.43647 -2.12902
C13 -0.89591 -2.57996 -2.63805
C14 2.01472 -1.00331 -3.13406
C15 1.66673 -1.24068 -4.67797
C16 2.22890 0.04320 -5.53844
C17 3.22531 0.99163 -4.70853
F1 1.16744 0.87682 -6.05892
C18 3.19946 -1.64792 -2.33763
C19 4.16979 -2.69753 -3.09746
C20 5.61265 -2.09856 -3.48852
O1 6.27641 -3.13342 -4.31036
H1 5.51805 0.55919 3.09328
H2 4.37678 -3.08010 0.40288
H3 5.59222 -2.07225 -0.58134
H4 0.99209 0.76289 -0.29650
H5 -0.18457 0.59198 -3.97345
H6 -0.13757 1.80875 -2.52448
H7 -2.58645 2.22069 -1.79692
H8 -4.90893 1.27275 -0.77742
H9 -5.32262 -1.42590 -0.55316
H10 -3.43088 -3.09808 -1.41943
H11 -1.35472 -3.63075 -2.44609
H12 0.09986 -2.58419 -2.03605
H13 -0.73970 -2.50847 -3.77004
H14 2.12136 -2.19043 -5.12792
H15 0.52254 -1.23988 -4.88244
H16 2.81531 -0.36929 -6.43150
H17 4.15157 0.39449 -4.39280
H18 3.61052 1.80477 -5.44607
H19 2.73881 1.56404 -3.84208
H20 3.66086 -3.13450 -4.04750
H21 4.30254 -3.61546 -2.39301
H22 6.27809 -1.95075 -2.56546
H23 5.55994 -1.16677 -4.15051
H24 5.76995 -3.96604 -4.10666
C21 1.05006 -2.31444 2.09961
C22 -0.31527 -2.52336 1.46393
O2 -0.38724 -3.68196 0.64158
C23 -0.12900 -4.92740 1.28089
C24 -1.08926 -5.23614 2.41635
H25 1.82295 -2.24691 1.32804
H26 1.05912 -1.39364 2.68916
H27 1.32200 -3.13689 2.76317
H28 -0.53710 -1.66888 0.81774
H29 -1.10297 -2.54803 2.22257
H30 0.91110 -4.96806 1.62154
H31 -0.23166 -5.69887 0.51176
H32 -1.02476 -4.49904 3.21910
H33 -0.86921 -6.21769 2.84344
H34 -2.12148 -5.23565 2.05417
C25 2.55065 2.53534 1.96711
C26 1.47879 1.83244 2.78382
O3 1.78521 1.74644 4.16772
C27 1.96231 2.98122 4.85377
C28 0.73622 3.87697 4.81557
H35 3.51330 2.02726 2.08038
H36 2.28222 2.54221 0.90614
H37 2.68299 3.57192 2.28090
H38 1.37954 0.80499 2.42241
H39 0.50172 2.30528 2.64117
H40 2.84471 3.50333 4.46896
H41 2.18332 2.72920 5.89500
H42 0.47219 4.16681 3.79643
H43 0.91517 4.79017 5.38852
H44 -0.12789 3.35970 5.24266
C29 -6.37190 2.37924 3.49964
C30 -5.51095 2.96781 2.39406
O4 -6.25109 3.34668 1.23932
C31 -7.25915 4.33312 1.43046
C32 -6.72330 5.65258 1.95879
H45 -6.92120 1.50632 3.13255
H46 -5.74948 2.07371 4.34521
H47 -7.10710 3.09581 3.86917
H48 -4.79168 2.21118 2.06909
H49 -4.92291 3.81450 2.76126
H50 -8.05180 3.94197 2.07660
H51 -7.71622 4.50432 0.45136
H52 -6.25982 5.54247 2.94118
H53 -7.53211 6.38198 2.04907
H54 -5.96356 6.05462 1.28200

Cartesian forces, eV/Å:
C -2.0 -4.7 -4.4
C 1.8 3.5 3.7
C -0.3 2.4 0.6
C -2.1 1.0 -1.6
N 2.2 -2.5 -2.3
N -2.1 0.5 -3.2
C 2.5 -2.4 -1.2
C -0.5 -0.1 1.4
C -4.1 -1.6 2.1
C -0.8 -3.2 0.4
C 1.9 -2.6 -0.8
C 4.3 1.0 -2.1
C 0.6 3.8 -0.2
C -1.7 1.3 0.9
C -0.6 -0.3 0.6
C 0.7 0.3 4.5
C -0.2 1.5 -0.1
C 1.1 0.3 0.4
C 0.2 0.6 -1.4
F 1.2 -1.5 1.0
C -1.6 0.8 -0.4
C -0.6 0.2 0.7
C 0.2 -1.2 -0.4
O -1.7 0.0 1.2
H -0.5 -1.5 -2.0
H 0.2 1.7 -0.3
H -1.5 0.1 0.9
H 0.8 -0.9 -0.4
H 0.4 0.2 1.8
H 0.0 -1.8 -0.7
H 0.0 -1.9 0.1
H 1.9 -1.0 -0.8
H 1.5 1.1 -0.7
H 0.4 2.1 -0.2
H 0.6 2.0 -0.3
H -1.7 0.1 -1.2
H 0.0 0.0 1.7
H -0.7 1.4 1.0
H 2.0 -0.2 0.7
H -1.1 0.7 1.1
H -1.5 0.9 -0.2
H -0.7 -1.4 1.2
H 0.7 -1.1 -1.2
H 0.8 1.1 1.6
H -0.1 1.6 -1.1
H -1.2 0.2 -1.3
H 0.0 -1.3 1.2
H 1.1 1.0 -0.5
C 0.0 -0.2 0.0
C 0.1 -0.1 0.1
O 0.0 0.1 -0.3
C -0.1 -0.1 0.1
C -0.1 0.1 0.1
H -0.1 0.0 0.1
H 0.0 -0.1 -0.1
H -0.1 0.1 0.1
H -0.1 -0.2 -0.2
H 0.0 0.0 0.1
H 0.0 0.0 0.1
H 0.0 0.3 -0.1
H 0.1 -0.1 0.0
H 0.0 0.1 -0.1
H 0.1 0.0 0.0
C 0.1 0.1 0.1
C 0.1 0.1 0.1
O 0.0 -0.3 -0.1
C -0.1 0.1 0.0
C -0.1 0.0 -0.1
H -0.2 0.0 -0.1
H 0.0 0.0 0.0
H -0.1 0.0 -0.1
H 0.1 0.0 0.2
H 0.0 0.1 0.0
H 0.0 0.1 0.0
H 0.0 -0.2 -0.2
H 0.1 0.1 0.0
H 0.0 -0.1 0.0
H 0.1 0.1 0.0
C -0.1 0.0 0.0
C -0.1 0.0 0.1
O 0.1 -0.2 -0.2
C 0.0 0.1 0.0
C 0.1 0.0 0.0
H 0.1 0.1 0.0
H 0.0 0.0 -0.1
H 0.1 0.0 0.1
H -0.1 0.1 -0.2
H 0.0 0.0 0.1
H 0.0 0.0 0.1
H 0.2 -0.2 0.0
H -0.1 0.0 0.0
H 0.1 -0.1 0.0
H -0.1 0.0 0.0

Charge: +1
Calculated total energy, eV: -47927.33363
Frontier orbital gap, eV: 6.58

[3]
DFT (ωB97M-V/def2-TZVPD) results for a molecular structure, C35H34Co2NO7Si.

CARTESIAN COORDINATES (ANGSTROEM)
C1 3.30685 -0.05080 -0.11728
Si1 1.98943 0.78172 0.90515
C2 2.67794 1.33949 2.53637
C3 1.25600 2.17356 -0.07456
O1 0.76180 -0.33376 1.15067
C4 0.08838 -0.87583 2.27455
C5 1.06040 -1.85650 3.00267
C6 2.26123 -2.25981 2.41204
C7 3.19501 -2.99822 3.14960
C8 2.86231 -3.47772 4.41832
C9 1.57836 -3.25601 4.92510
C10 0.66833 -2.47584 4.20548
C11 -0.39486 0.28092 3.18565
C12 -0.12229 0.33972 4.55838
C13 -0.52261 1.43056 5.33357
C14 -1.14667 2.52760 4.74316
C15 -1.32735 2.53315 3.35959
C16 -0.94677 1.42223 2.60571
C17 -1.03058 -1.83582 1.76888
C18 -0.46527 -2.89646 0.85614
C19 -1.67174 -3.72599 0.46177
C20 -2.89998 -2.85595 0.67155
N1 -2.37631 -1.44727 1.00875
H1 3.99240 0.73116 -0.47635
H2 3.89838 -0.77165 0.45998
H3 2.88806 -0.56366 -0.99341
H4 3.63516 1.84542 2.33539
H5 2.01238 2.05306 3.03904
H6 2.87244 0.50306 3.22047
H7 2.08812 2.80532 -0.42040
H8 0.70638 1.80528 -0.95187
H9 0.57415 2.79192 0.51891
H10 2.48257 -1.99090 1.37592
H11 4.17016 -3.19766 2.70120
H12 3.59254 -4.04597 4.99651
H13 1.27486 -3.67798 5.88461
H14 -0.33223 -2.29396 4.61124
H15 0.43827 -0.44541 5.05675
H16 -0.33572 1.39722 6.40870
H17 -1.47253 3.37334 5.34794
H18 -1.76620 3.38704 2.84473
H19 -1.02819 1.48708 1.53293
H20 -1.45727 -2.31393 2.66510
H21 0.02370 -2.39858 -0.00326
H22 0.29947 -3.48819 1.36583
H23 -1.61090 -4.06590 -0.57671
H24 -1.74156 -4.62734 1.08465
H25 -3.53138 -2.86644 -0.22038
H26 -3.50898 -3.17743 1.52833
H27 -2.98055 -1.00970 1.72338
O2 -2.53718 -2.88556 -3.18969
C21 -2.25462 -1.80111 -2.78107
Co1 -1.21745 -0.79647 -1.71445
C22 -2.30162 -0.48558 -0.06654
O3 -1.69334 0.61188 0.09197
C23 0.33623 -1.44854 -2.15114
O4 1.35683 -1.85861 -2.52530
C24 -2.78374 -0.36731 -2.97230
C25 -2.61292 0.19868 -4.34442
C26 -1.37174 0.13826 -4.99095
C27 -1.19583 0.76816 -6.23029
C28 -2.26506 1.41626 -6.85536
C29 -3.51700 1.43993 -6.22941
C30 -3.68060 0.85598 -4.97063
C31 -3.53330 0.19729 -1.94315
C32 -3.67079 -0.49715 -0.62807
Co2 -3.74234 2.17984 -1.76311
C33 -2.69477 3.06408 -0.68088
O5 -2.04902 3.73709 0.00982
C34 -3.83971 3.24129 -3.13746
O6 -3.91964 3.99963 -4.01121
C35 -5.28248 2.47997 -1.03328
O7 -6.29218 2.73146 -0.52329
H28 -0.53262 -0.37990 -4.51664
H29 -0.21623 0.74479 -6.70895
H30 -2.12613 1.90818 -7.82041
H31 -4.36982 1.91863 -6.71116
H32 -4.65421 0.87582 -4.47338
H33 -4.33113 0.02406 0.09716
H34 -4.10245 -1.50090 -0.78247

Cartesian forces, eV/Å:
C 0.3 0.0 -0.1
Si -0.9 -0.3 -0.1
C 0.3 0.3 0.2
C 0.3 0.2 -0.1
O -0.2 -0.6 0.4
C 0.5 0.6 -0.6
C -0.7 -0.5 0.2
C 0.3 0.3 0.3
C -0.4 0.0 -0.1
C 0.0 0.1 -0.1
C -0.1 0.0 -0.3
C 0.5 0.1 0.0
C 0.5 0.1 0.5
C -0.2 0.0 0.2
C 0.0 -0.1 -0.1
C 0.0 -0.1 -0.1
C 0.0 -0.3 0.3
C 0.0 0.5 0.0
C -0.5 -0.2 0.2
C 0.4 0.0 -0.4
C 0.2 -0.8 -0.3
C -0.1 0.2 0.1
N 2.1 -1.7 2.8
H -0.1 -0.2 0.0
H 0.0 0.1 -0.1
H 0.1 0.1 0.2
H -0.2 -0.1 0.2
H 0.1 -0.2 -0.1
H 0.0 0.2 -0.1
H -0.2 0.0 0.0
H 0.1 0.1 0.2
H 0.1 -0.1 -0.1
H -0.1 0.1 0.6
H -0.3 -0.1 0.2
H -0.2 0.1 -0.1
H 0.1 0.1 -0.3
H 0.4 -0.1 -0.1
H -0.2 0.3 -0.1
H 0.0 0.1 -0.3
H 0.1 -0.2 -0.1
H 0.1 -0.2 0.1
H -0.2 -0.1 0.1
H 0.2 0.1 -0.1
H -0.4 -0.3 0.4
H -0.3 0.1 -0.1
H 0.0 0.2 0.1
H 0.0 0.2 -0.1
H 0.4 0.2 0.5
H 0.2 0.2 -0.2
H 0.0 -0.1 -0.2
O -0.1 -0.5 -0.1
C 0.1 1.3 0.5
Co -0.1 1.4 -0.3
C -1.2 0.2 -2.0
O 0.7 -1.5 -0.3
C 1.6 -0.4 0.0
O -1.0 0.2 0.2
C -1.1 -1.9 0.1
C 0.3 0.5 0.4
C -0.2 0.2 -0.3
C -0.2 -0.1 0.1
C 0.0 -0.1 0.2
C 0.2 -0.3 0.3
C -0.1 -0.3 -0.4
C 0.4 2.6 -0.6
C -1.4 -0.1 -0.8
Co -0.4 -0.2 0.0
C 0.5 0.1 0.7
O -0.2 -0.2 -0.2
C 0.2 0.4 -1.7
O -0.1 -0.1 0.6
C -0.2 -0.6 0.6
O 0.2 0.1 -0.3
H -0.3 0.2 -0.1
H -0.2 0.0 0.1
H 0.0 -0.2 0.3
H 0.2 0.0 0.1
H 0.4 0.1 -0.1
H -0.2 0.2 -0.4
H 0.2 0.6 0.1

Charge: -1
Calculated total energy, eV: -135797.06658
Frontier orbital gap, eV: 4.06
Relative energy (zero: lowest compared OMol25 entry of this formula, charge and spin), kJ/mol: 382.9

[4]
DFT (ωB97M-V/def2-TZVPD) results for a molecular structure, C14H25Cl2N2OP2Ti.

CARTESIAN COORDINATES (ANGSTROEM)
C1 1.55522 -3.25763 -0.75095
C2 0.56319 -2.33436 -1.35994
H1 1.93454 -2.87543 0.21063
H2 2.38061 -3.37073 -1.46476
H3 1.10040 -4.23980 -0.57862
O1 0.21355 -1.21187 -0.87745
Cl1 -0.03933 -2.95738 -2.83917
Ti1 -0.25166 0.69707 0.27079
P1 1.21319 1.61121 -1.61876
C3 2.76862 2.27932 -0.94242
C4 1.87061 0.43419 -2.84512
H4 2.53120 0.96772 -3.54700
H5 1.36868 3.18570 -3.46620
H6 1.04195 -0.02670 -3.39611
H7 -0.30038 2.59682 -3.22846
H8 3.30868 1.46378 -0.44217
H9 2.44087 -0.35633 -2.34015
C5 0.60752 2.93209 -2.71724
H10 3.38404 2.68696 -1.75849
H11 0.35611 3.82772 -2.14191
H12 2.55993 3.06192 -0.20199
P2 -1.82903 -1.20040 1.26607
C6 -1.44068 -1.55820 3.00892
C7 -3.60032 -0.75160 1.25413
H13 -2.23326 -2.98387 -0.36052
H14 -2.76657 -3.42556 1.28878
H15 -1.03044 -3.47842 0.86492
C8 -1.97088 -2.93698 0.70221
H16 -3.91396 -0.55728 0.22003
H17 -4.21732 -1.56429 1.66776
H18 -1.98085 -2.45419 3.34965
H19 -1.68720 -0.69746 3.64295
H20 -3.75541 0.16748 1.83269
H21 -0.36215 -1.75080 3.08881
Cl2 -2.00059 1.66624 -0.66383
N1 0.30170 6.08346 5.56839
C9 0.31051 5.24928 4.74325
C10 0.28358 4.20410 3.72226
C11 0.43503 4.53153 2.37527
C12 0.35781 3.52819 1.41305
N2 0.16066 2.22209 1.73245
C13 0.11621 1.89356 3.05011
C14 0.11387 2.85809 4.05613
H22 0.62942 5.56116 2.07285
H23 0.47799 3.76393 0.35388
H24 0.08401 0.83444 3.29291
H25 -0.00440 2.57619 5.10347

Cartesian forces, eV/Å:
C 0.2 0.5 0.9
C -0.3 1.3 0.6
H -0.1 -0.1 -0.4
H -0.1 -0.2 0.1
H 0.1 0.1 -0.3
O 0.5 -1.3 -0.6
Cl -0.3 0.8 0.5
Ti -1.9 0.5 -0.9
P 1.6 0.3 -1.7
C -0.2 -0.1 0.8
C -0.3 -0.7 0.2
H -0.3 -0.1 0.3
H 0.0 -0.2 0.3
H 0.2 0.1 0.0
H 0.1 0.1 0.0
H 0.0 0.3 -0.1
H 0.0 0.2 -0.2
C -0.9 0.1 0.4
H -0.3 -0.1 0.2
H 0.0 0.0 -0.1
H 0.3 -0.1 -0.2
P -1.4 -1.3 0.7
C 0.6 0.7 0.3
C 0.1 0.8 -0.2
H 0.0 -0.1 0.2
H 0.3 0.4 -0.2
H -0.2 0.1 0.0
C 0.7 0.0 -0.8
H 0.0 -0.1 0.2
H 0.4 0.2 0.0
H 0.1 0.4 -0.2
H 0.0 -0.3 0.0
H -0.1 -0.2 -0.1
H -0.2 -0.1 0.2
Cl 1.5 -0.8 0.8
N 0.1 -2.1 -2.1
C -0.1 1.1 1.3
C -0.1 0.5 0.5
C 0.2 -0.2 -0.8
C -0.1 0.4 0.2
N 0.4 -0.6 -0.3
C -0.2 0.5 0.4
C 0.1 -0.6 0.1
H -0.1 -0.3 0.0
H -0.2 0.0 0.4
H -0.2 0.1 0.1
H 0.1 -0.1 -0.3

Charge: +3
Calculated total energy, eV: -86662.51136
Frontier orbital gap, eV: 6.90
Relative energy (zero: lowest compared OMol25 entry of this formula, charge and spin), kJ/mol: 71.6

What highest occupied orbital energy values result from the calculations? In sequence: -0.287, -0.404, -0.095, -0.713 hartree.
What LUMO values result from the calculations? In sequence: 0.003, -0.162, 0.054, -0.459 Ha.